65
Properties=species:S:1:pos:R:3 method="wB97M-V/def2-TZVPD" lumo_energy_ev="2.2 / 2.2" orbital_gap_ev="6.804 / 6.936" homo_ev="-4.6 / -4.7" e_tot_ha=-5102.64219 spin_multiplicity=2 charge=-1
Ti 2.73 -1.22 0.57
Cl 6.16 -0.83 -5.32
C 4.83 -1.13 -4.13
C 3.53 -1.26 -4.63
Cl 3.20 -1.29 -6.36
C 2.48 -1.44 -3.69
Cl 0.87 -1.62 -4.28
C 2.73 -1.40 -2.32
O 1.83 -1.56 -1.37
C 4.03 -1.23 -1.85
O 4.22 -1.13 -0.55
C 5.07 -1.09 -2.76
Cl 6.66 -0.73 -2.12
N 4.08 -0.46 4.70
C 3.62 -0.91 3.49
O 4.12 -0.49 2.46
C 2.58 -1.97 3.57
C 2.41 -2.67 2.19
H 4.85 0.20 4.76
H 3.81 -0.92 5.58
H 1.60 -1.41 3.64
H 2.78 -2.52 4.48
H 1.46 -3.24 2.01
H 3.23 -3.39 2.14
C -0.37 3.71 -0.77
Si -0.53 1.99 -1.44
C -1.74 2.14 -2.89
C 1.18 1.61 -2.09
Si -1.17 0.65 0.33
Te 0.85 0.46 1.82
Si -2.90 1.85 1.51
C -2.18 3.26 2.43
C -3.98 0.85 2.66
C -4.18 2.54 0.36
Si -2.20 -1.49 0.00
C -1.95 -2.54 1.62
C -1.53 -2.59 -1.37
C -4.04 -1.45 -0.43
H -0.26 4.44 -1.59
H 0.52 3.76 -0.18
H -1.30 3.90 -0.25
H -1.36 2.86 -3.59
H -2.68 2.57 -2.53
H -1.82 1.16 -3.43
H 1.26 2.25 -2.92
H 1.28 0.61 -2.40
H 1.99 1.82 -1.44
H -2.07 3.00 3.47
H -2.80 4.15 2.42
H -1.21 3.62 2.12
H -3.52 0.25 3.40
H -4.66 0.19 2.16
H -4.66 1.57 3.06
H -3.82 3.48 -0.08
H -4.99 2.71 1.09
H -4.53 1.89 -0.38
H -2.89 -2.93 2.03
H -1.37 -2.03 2.38
H -1.49 -3.48 1.31
H -0.48 -2.72 -1.51
H -1.98 -2.31 -2.30
H -1.88 -3.60 -1.12
H -4.71 -1.55 0.42
H -4.31 -2.29 -1.10
H -4.38 -0.58 -0.98